No. 1
96
Properties=species:S:1:pos:R:3:lowdin_charge:R:1 method="wB97M-V/def2-TZVPD" e_homo_ev=-9.78 lumo_energy_ev=0.40
C 1.667 -3.768 0.643 -0.11
C 2.798 -3.392 -0.335 -0.24
C 2.466 -2.206 -1.271 -0.21
C 2.995 -0.843 -0.789 -0.20
C 2.162 -0.167 0.325 -0.18
C 1.206 0.922 -0.180 -0.18
C -0.040 0.398 -0.922 -0.13
C -0.842 -0.632 -0.087 -0.21
C -1.105 -0.075 1.247 -0.18
N -1.320 0.385 2.260 0.23
C -2.152 -1.164 -0.779 -0.23
C -1.664 -1.681 -2.084 -0.25
N -1.308 -1.997 -3.105 0.24
B -3.238 -0.020 -1.268 -0.65
O -3.161 1.269 -0.822 0.19
O -4.150 -0.331 -2.227 0.18
C -2.821 -2.321 0.014 -0.60
Cl -2.452 -3.942 -0.516 0.75
C -3.653 -2.172 1.065 -0.71
C -4.152 -0.905 1.690 -0.09
Cl -4.329 -3.567 1.835 0.73
H 0.683 -3.590 0.189 0.04
H 1.717 -4.820 0.943 0.07
H 1.698 -3.172 1.565 0.06
H 3.714 -3.158 0.229 0.11
H 3.004 -4.269 -0.963 0.10
H 1.376 -2.158 -1.415 0.08
H 2.916 -2.408 -2.251 0.11
H 3.059 -0.155 -1.643 0.11
H 4.017 -0.968 -0.406 0.09
H 1.649 -0.926 0.935 0.10
H 2.859 0.331 1.014 0.11
H 0.930 1.628 0.613 0.10
H 1.764 1.511 -0.925 0.12
H -0.683 1.252 -1.167 0.12
H 0.288 -0.079 -1.852 0.12
H -0.182 -1.504 0.056 0.13
H -2.694 1.405 0.015 0.10
H -4.878 -0.950 -1.980 0.12
H -5.250 -0.916 1.710 0.10
H -3.815 -0.843 2.734 0.08
H -3.821 -0.005 1.180 0.06
C 6.939 0.290 -1.508 -0.16
O 5.919 0.565 -0.558 -0.13
H 6.457 -0.192 -2.356 0.08
H 7.426 1.205 -1.858 0.07
H 7.697 -0.386 -1.107 0.08
H 6.322 0.992 0.205 0.08
C -1.570 0.494 -5.266 -0.17
O -0.922 1.211 -6.310 -0.13
H -1.360 -0.562 -5.409 0.06
H -1.191 0.791 -4.283 0.06
H -2.653 0.646 -5.289 0.08
H -1.097 2.152 -6.189 0.04
C 1.231 3.642 3.154 -0.14
O 2.309 3.156 2.342 -0.14
H 0.678 2.768 3.493 0.07
H 1.606 4.194 4.016 0.05
H 0.565 4.286 2.577 0.06
H 2.809 3.918 2.034 0.07
C -1.262 -2.704 4.261 -0.15
O -0.419 -2.302 3.186 -0.14
H -1.089 -3.762 4.440 0.07
H -1.031 -2.138 5.167 0.08
H -2.317 -2.554 4.009 0.06
H -0.568 -1.358 3.052 0.01
C 0.128 3.953 -8.132 -0.15
O -0.318 4.212 -6.803 -0.13
H -0.742 4.042 -8.778 0.08
H 0.879 4.680 -8.449 0.07
H 0.536 2.945 -8.227 0.08
H 0.443 4.136 -6.216 0.08
C -2.476 -6.757 2.676 -0.17
O -1.510 -5.746 2.918 -0.14
H -2.158 -7.658 3.194 0.08
H -3.460 -6.466 3.056 0.07
H -2.556 -6.980 1.608 0.07
H -1.799 -4.958 2.445 0.02
C 1.045 7.363 2.080 -0.16
O 0.076 6.723 2.897 -0.13
H 2.014 6.962 2.371 0.08
H 0.884 7.158 1.018 0.08
H 1.058 8.445 2.234 0.07
H -0.792 7.064 2.661 0.08
C -5.241 -3.621 -3.161 -0.13
O -5.598 -3.090 -1.876 -0.14
H -6.112 -3.504 -3.800 0.08
H -4.401 -3.085 -3.602 0.07
H -4.995 -4.682 -3.090 0.08
H -4.832 -3.186 -1.294 0.01
C 3.634 4.373 6.578 -0.15
O 2.523 4.998 5.949 -0.14
H 3.911 3.526 5.954 0.08
H 4.490 5.047 6.654 0.07
H 3.380 4.004 7.575 0.08
H 2.253 5.752 6.482 0.08

No. 2
33
Properties=species:S:1:pos:R:3:nbo_charge:R:1 method="wB97M-V/def2-TZVPD" charge=-2 e_homo_ev="-1.41 / -1.53" spin_multiplicity=5 lumo_energy_ev="2.08 / 2.42" de_lowest_kcal_mol=257.10
Fe 0.417 -1.116 0.458 1.20
C -5.709 -2.634 -0.211 -0.62
C -4.371 -2.017 -0.432 -0.08
O -3.290 -2.517 0.375 -0.87
H -5.794 -3.701 -0.415 0.18
H -6.577 -2.198 -0.706 0.18
H -6.198 -2.584 0.762 0.17
H -4.546 -0.941 -0.407 0.11
H -4.239 -2.363 -1.457 0.11
C 2.525 3.054 -3.002 -0.65
C 1.781 1.701 -3.555 -0.01
O 1.274 0.855 -2.567 -0.94
H 1.911 3.789 -2.481 0.18
H 2.927 3.588 -3.863 0.16
H 3.366 2.813 -2.351 0.18
H 2.540 1.226 -4.178 0.08
H 1.068 2.031 -4.310 0.09
C -1.673 2.943 2.769 -0.64
C -0.157 2.783 3.006 -0.05
O 0.286 1.513 2.833 -0.85
H -2.017 2.558 1.809 0.21
H -1.729 4.028 2.680 0.17
H -2.308 2.699 3.620 0.19
H 0.193 3.054 4.002 0.12
H 0.427 3.478 2.403 0.10
C 2.994 -4.670 -0.325 -0.26
O 1.988 -4.184 0.530 -0.83
H 3.878 -4.741 0.309 0.12
H 2.691 -5.636 -0.731 0.12
H 3.263 -4.099 -1.213 0.13
O 5.134 0.076 2.089 -0.94
H 4.378 0.593 1.811 0.48
H 5.565 0.618 2.750 0.46

No. 3
80
Properties=species:S:1:pos:R:3:lowdin_charge:R:1 method="wB97M-V/def2-TZVPD" charge=+1 smiles="CN(C)C(=O)[C@@H]1CCC[N@H+]1C(c1cc2c3c(c1)CCCN3CCC2)c1cc2c3c(c1)CCCN3CCC2" e_homo_ev=-9.53 lumo_energy_ev=-1.92 de_lowest_kcal_mol=0.00
C 3.170 -2.536 3.286 -0.03
N 1.812 -2.853 2.906 -0.15
C 1.066 -3.462 4.004 -0.03
C 1.297 -2.308 1.774 -0.35
O 2.011 -1.604 1.032 0.05
C -0.143 -2.650 1.321 -0.13
C -0.342 -4.155 1.260 -0.12
C -0.527 -4.526 -0.208 -0.13
C -0.581 -3.252 -1.052 -0.04
N -0.253 -2.071 -0.087 0.01
C -1.041 -0.832 -0.284 -0.15
C -0.743 -0.377 -1.710 -0.19
C -1.563 -0.809 -2.751 -0.01
C -1.312 -0.438 -4.068 -0.13
C -0.258 0.475 -4.339 -0.10
C 0.515 1.000 -3.271 -0.13
C 0.338 0.461 -2.000 -0.01
C 1.492 2.103 -3.505 -0.14
C 1.397 2.714 -4.909 -0.16
C 1.172 1.641 -5.949 -0.17
N 0.001 0.860 -5.628 -0.10
C -0.484 0.062 -6.729 -0.17
C -1.935 -0.329 -6.526 -0.16
C -2.153 -0.996 -5.173 -0.15
C -0.823 0.240 0.838 -0.14
C -1.395 0.030 2.107 -0.03
C -1.181 0.887 3.176 -0.15
C -0.384 2.059 3.001 -0.09
C 0.020 2.397 1.682 -0.13
C -0.356 1.551 0.631 0.01
C 0.734 3.697 1.482 -0.13
C 1.495 4.162 2.738 -0.16
C 0.572 4.159 3.927 -0.17
N -0.111 2.885 4.063 -0.08
C -0.736 2.726 5.352 -0.17
C -1.058 1.284 5.650 -0.16
C -1.822 0.635 4.494 -0.15
H 3.756 -2.205 2.430 0.10
H 3.148 -1.758 4.053 0.10
H 3.597 -3.443 3.714 0.10
H -0.002 -3.583 3.795 0.09
H 1.510 -4.449 4.211 0.10
H 1.195 -2.833 4.899 0.10
H -0.876 -2.192 1.991 0.12
H 0.535 -4.658 1.702 0.12
H -1.186 -4.455 1.896 0.13
H 0.325 -5.125 -0.552 0.12
H -1.388 -5.181 -0.333 0.12
H 0.148 -3.282 -1.889 0.15
H -1.559 -3.049 -1.491 0.11
H 0.742 -1.812 -0.268 0.15
H -2.138 -1.037 -0.249 0.17
H -2.397 -1.478 -2.528 0.12
H 1.039 0.727 -1.209 0.12
H 2.506 1.716 -3.357 0.13
H 1.357 2.902 -2.766 0.12
H 2.318 3.248 -5.153 0.12
H 0.569 3.437 -4.956 0.13
H 2.054 0.984 -6.023 0.14
H 0.991 2.088 -6.932 0.12
H -0.380 0.671 -7.631 0.12
H 0.138 -0.842 -6.842 0.14
H -2.564 0.569 -6.610 0.12
H -2.223 -1.022 -7.321 0.12
H -1.925 -2.067 -5.261 0.12
H -3.212 -0.930 -4.894 0.12
H -2.074 -0.817 2.238 0.12
H -0.328 1.954 -0.381 0.12
H 0.013 4.491 1.247 0.13
H 1.426 3.636 0.638 0.12
H 1.893 5.171 2.608 0.12
H 2.343 3.495 2.934 0.12
H -0.172 4.971 3.862 0.14
H 1.130 4.321 4.857 0.12
H -1.641 3.351 5.406 0.14
H -0.035 3.115 6.098 0.12
H -0.127 0.730 5.818 0.12
H -1.650 1.234 6.567 0.12
H -1.897 -0.446 4.652 0.11
H -2.850 1.027 4.495 0.13

No. 4
86
Properties=species:S:1:pos:R:3:lowdin_charge:R:1 method="wB97M-V/def2-TZVPD" charge=-1 e_homo_ev=-4.47 lumo_energy_ev=1.86 de_lowest_kcal_mol=31.44
Lu -16.216 3.660 -15.031 1.57
O -16.792 1.726 -14.291 -0.26
C -17.497 1.309 -13.298 -0.36
C -18.073 0.030 -13.333 -0.04
C -19.039 -0.344 -12.460 -0.11
C -19.295 0.432 -11.360 -0.13
C -18.611 1.593 -11.178 -0.08
C -17.804 2.141 -12.151 -0.16
C -17.096 3.313 -11.815 -0.12
N -16.262 3.909 -12.573 -0.10
N -15.442 4.882 -11.988 0.06
C -14.418 5.096 -12.867 -0.47
O -14.330 4.691 -14.053 -0.17
C -13.420 6.072 -12.348 -0.17
C -12.760 6.779 -13.328 -0.01
C -11.984 7.935 -13.009 -0.05
C -12.015 8.377 -11.660 -0.10
C -12.576 7.585 -10.703 -0.10
C -13.325 6.437 -11.031 -0.03
H -17.932 -0.569 -14.187 0.09
H -19.491 -1.313 -12.649 0.11
H -19.927 0.077 -10.530 0.10
H -18.648 2.189 -10.290 0.10
H -17.181 3.679 -10.734 0.14
H -12.918 6.439 -14.288 0.08
H -11.383 8.429 -13.815 0.10
H -11.516 9.285 -11.334 0.09
H -12.555 7.778 -9.695 0.07
H -13.900 5.823 -10.344 0.10
O -10.016 -0.593 -15.072 -0.03
C -11.047 -0.521 -15.970 -0.25
C -12.184 0.460 -15.717 -0.16
C -12.345 1.223 -14.570 0.02
C -13.315 2.228 -14.564 -0.06
N -14.179 2.405 -15.550 0.04
C -14.088 1.709 -16.662 -0.20
C -13.105 0.712 -16.763 0.05
C -14.955 2.113 -17.772 -0.22
C -14.426 2.027 -19.071 0.03
C -15.214 2.530 -20.120 -0.18
C -14.725 2.437 -21.536 -0.25
O -15.480 3.038 -22.539 -0.06
C -16.496 2.999 -19.797 0.01
C -16.898 2.987 -18.510 -0.14
N -16.126 2.644 -17.522 0.06
H -10.003 0.257 -14.618 0.08
H -11.569 -1.475 -16.112 0.13
H -10.592 -0.289 -16.957 0.13
H -11.653 1.063 -13.793 0.09
H -13.507 2.793 -13.655 0.11
H -13.060 0.208 -17.719 0.11
H -13.403 1.655 -19.111 0.12
H -14.643 1.314 -21.785 0.16
H -13.654 2.804 -21.469 0.13
H -15.580 4.001 -22.423 0.11
H -17.127 3.473 -20.544 0.12
H -17.869 3.400 -18.279 0.11
I -12.919 5.816 -18.632 0.89
C -13.882 6.751 -17.075 -0.67
C -13.772 8.164 -16.880 -0.25
C -14.450 8.770 -15.890 -0.67
I -13.881 10.714 -15.289 0.84
C -15.489 8.142 -15.130 -0.23
C -16.198 8.676 -14.038 -0.05
C -16.982 7.867 -13.299 -0.03
C -17.257 6.557 -13.755 -0.15
N -16.714 6.063 -14.824 0.01
C -15.759 6.814 -15.494 -0.12
C -14.922 6.035 -16.429 -0.49
O -15.064 4.821 -16.531 -0.22
H -12.988 8.636 -17.450 0.07
H -15.970 9.698 -13.723 0.05
H -17.500 8.163 -12.418 0.10
H -18.058 5.970 -13.319 0.10
S -18.987 3.907 -15.402 0.50
C -19.669 2.278 -15.545 -0.72
C -19.011 1.282 -16.213 -0.15
C -19.560 0.011 -16.278 -0.11
C -20.789 -0.297 -15.708 -0.12
C -21.496 0.767 -15.177 -0.10
C -20.922 2.045 -15.153 -0.16
H -18.052 1.521 -16.634 0.06
H -18.941 -0.707 -16.753 0.09
H -21.184 -1.338 -15.733 0.10
H -22.548 0.718 -14.987 0.08
H -21.590 2.788 -14.708 0.10

No. 5
20
Properties=species:S:1:pos:R:3:nbo_charge:R:1 method="wB97M-V/def2-TZVPD" charge=+1 e_homo_ev=-15.42 lumo_energy_ev=-3.36 de_lowest_kcal_mol=29.61
C -0.577 0.283 -1.099 -0.22
C 0.191 0.858 0.223 -0.21
C -0.324 2.323 0.378 -0.60
C 1.690 0.591 0.038 -0.66
N -0.379 -1.297 -1.125 -0.69
H -0.172 0.673 -2.104 0.23
H -1.651 0.523 -1.082 0.23
H -0.157 0.288 1.082 0.22
H -0.257 2.839 -0.592 0.22
H 0.186 2.765 1.225 0.24
H -1.386 2.202 0.634 0.21
H 2.046 -0.420 -0.093 0.20
H 2.310 1.241 -0.663 0.24
H 2.130 0.891 1.007 0.25
H -1.016 -1.717 -0.416 0.46
H 0.546 -1.396 -0.862 0.43
H -0.571 -1.659 -2.043 0.43
H -0.373 -2.968 1.504 0.48
H -1.354 -1.845 1.754 0.49
O -0.438 -2.082 1.410 -0.95

No. 6
17
Properties=species:S:1:pos:R:3:nbo_charge:R:1 method="wB97M-V/def2-TZVPD" e_homo_ev=-9.63 lumo_energy_ev=-4.17 de_lowest_kcal_mol=240.93
C 0.140 -2.448 -0.206 -0.69
C 0.747 -1.100 0.236 0.58
N 0.340 -0.472 1.349 -0.41
C 0.297 0.883 1.066 -0.22
C -1.109 1.454 0.451 -0.05
O -1.255 2.716 0.676 -0.35
O 1.636 -0.732 -0.635 -0.58
H 0.109 -2.320 -1.287 0.28
H -0.905 -2.521 0.108 0.24
H -0.997 1.112 -0.611 0.32
H 0.920 -3.174 0.032 0.25
H 0.425 1.422 2.019 0.25
H 1.107 1.294 0.391 0.23
H -1.933 0.932 0.955 0.17
H 0.553 -0.278 -0.839 0.56
H -1.035 0.289 -2.797 0.46
O -0.531 -0.260 -2.186 -1.05

No. 7
15
Properties=species:S:1:pos:R:3:nbo_charge:R:1 method="wB97M-V/def2-TZVPD" smiles="Cc1s[nH]c(=S)c1C" e_homo_ev="-7.66 / -7.66" lumo_energy_ev="-0.23 / -0.23" de_lowest_kcal_mol=31.93
C -1.971 -1.062 0.061 -0.66
C -0.479 -0.903 -0.101 -0.18
S 0.658 -2.163 0.028 0.61
N 1.982 -1.168 -0.151 -0.70
C 1.700 0.172 -0.012 0.01
S 2.907 1.289 -0.022 -0.22
C 0.296 0.424 0.035 -0.07
C -0.133 1.867 -0.034 -0.65
H -2.206 -2.207 -0.230 0.22
H -2.597 -0.475 -0.676 0.25
H -2.391 -0.830 1.029 0.25
H 2.788 -1.502 0.235 0.42
H -1.137 1.876 0.370 0.22
H 0.115 2.202 -1.120 0.24
H 0.471 2.478 0.588 0.25

No. 8
53
Properties=species:S:1:pos:R:3:nbo_charge:R:1 method="wB97M-V/def2-TZVPD" charge=+3 e_homo_ev="-16.11 / -16.03" lumo_energy_ev="-12.80 / -12.88" de_lowest_kcal_mol=1.17
Ru -0.043 -0.495 -1.960 0.63
C 1.369 -3.953 0.718 -0.69
C 0.578 -2.917 1.406 0.37
N 0.325 -3.043 2.697 -0.39
C -0.410 -2.120 3.297 0.23
C -1.003 -0.974 2.682 0.00
C -1.898 -0.119 3.544 -0.11
O -1.780 1.244 3.180 -0.74
C -0.762 -0.783 1.341 -0.10
C -1.452 0.273 0.607 0.16
N -1.286 0.571 -0.634 -0.43
C -2.015 1.725 -1.106 0.13
C -2.417 2.741 -0.239 -0.22
C -3.147 3.822 -0.712 -0.16
C -3.481 3.917 -2.054 -0.13
C -3.051 2.939 -2.945 -0.20
C -2.320 1.877 -2.455 -0.20
I -1.546 0.491 -3.818 0.58
C 0.084 -1.745 0.684 0.38
O 0.423 -1.660 -0.540 -0.44
H 1.653 -4.725 1.426 0.29
H 2.259 -3.515 0.258 0.26
H 0.783 -4.393 -0.096 0.28
H -0.592 -2.291 4.355 0.24
H -1.631 -0.278 4.591 0.22
H -2.931 -0.472 3.424 0.22
H -2.020 1.793 3.936 0.51
H -2.175 0.831 1.187 0.26
H -2.150 2.708 0.810 0.24
H -3.453 4.598 -0.024 0.26
H -4.055 4.757 -2.420 0.27
H -3.284 3.022 -3.998 0.26
Br 3.642 -0.804 0.267 0.12
C 2.630 0.540 1.124 -0.15
C 2.741 0.652 2.504 -0.21
C 2.077 1.671 3.173 -0.17
C 1.294 2.585 2.480 -0.12
C 1.163 2.480 1.105 -0.25
C 1.830 1.456 0.441 -0.23
I 1.685 1.422 -1.643 0.67
H 3.377 -0.036 3.045 0.26
H 2.201 1.766 4.244 0.26
H 0.809 3.398 3.003 0.25
H 0.578 3.204 0.552 0.25
I 1.827 -4.210 -6.543 0.35
C 1.817 -2.978 -4.893 -0.29
C 2.889 -2.628 -4.094 0.02
N 2.436 -1.807 -3.133 -0.32
N 1.111 -1.595 -3.259 -0.33
C 0.734 -2.309 -4.335 -0.02
H 3.930 -2.905 -4.155 0.27
H 2.952 -1.403 -2.365 0.44
H -0.295 -2.325 -4.661 0.24

No. 9
98
Properties=species:S:1:pos:R:3:lowdin_charge:R:1 method="wB97M-V/def2-TZVPD" charge=+1 e_homo_ev=-10.21 lumo_energy_ev=-1.72 de_lowest_kcal_mol=0.00
Ag -0.643 -0.241 -1.330 0.51
C 3.576 3.595 2.929 -0.04
C 2.654 2.394 2.722 -0.42
C 2.538 1.615 4.046 0.01
C 3.178 1.445 1.660 -0.09
C 4.505 1.368 1.255 0.00
C 4.917 0.410 0.344 -0.05
C 4.003 -0.483 -0.192 -0.06
C 2.658 -0.415 0.165 -0.28
P 1.358 -1.475 -0.549 1.05
C 0.953 -2.601 0.815 -0.38
C -0.331 -3.132 0.877 -0.11
C -0.670 -4.023 1.885 -0.08
C 0.269 -4.375 2.843 -0.07
C 1.549 -3.838 2.794 -0.07
C 1.892 -2.955 1.783 -0.08
C 2.275 -2.501 -1.740 -0.38
C 2.773 -1.874 -2.885 -0.14
C 3.424 -2.606 -3.863 -0.08
C 3.564 -3.982 -3.719 -0.08
C 3.063 -4.613 -2.591 -0.07
C 2.425 -3.875 -1.600 -0.07
C 2.284 0.547 1.096 -0.23
O 0.951 0.586 1.449 -0.03
C 0.442 1.840 1.720 -0.24
C -0.898 2.060 1.405 -0.26
C -1.417 3.329 1.650 -0.05
C -0.616 4.326 2.187 -0.05
C 0.705 4.063 2.508 -0.01
C 1.255 2.806 2.296 -0.10
P -1.861 0.736 0.597 1.06
C -3.440 1.550 0.208 -0.39
C -3.605 2.051 -1.082 -0.12
C -4.767 2.725 -1.432 -0.07
C -5.777 2.892 -0.495 -0.07
C -5.623 2.388 0.790 -0.06
C -4.458 1.723 1.143 -0.08
C -2.295 -0.402 1.948 -0.37
C -3.289 -1.349 1.693 -0.12
C -3.663 -2.255 2.670 -0.08
C -3.032 -2.241 3.908 -0.08
C -2.033 -1.315 4.162 -0.07
C -1.670 -0.392 3.189 -0.07
H 4.562 3.271 3.259 0.09
H 3.188 4.247 3.711 0.09
H 3.686 4.176 2.012 0.08
H 3.524 1.277 4.369 0.10
H 1.895 0.740 3.934 0.09
H 2.116 2.257 4.822 0.10
H 5.232 2.057 1.662 0.11
H 5.957 0.355 0.052 0.11
H 4.334 -1.229 -0.902 0.10
H -1.071 -2.837 0.140 0.08
H -1.671 -4.431 1.930 0.11
H 0.001 -5.064 3.634 0.11
H 2.281 -4.109 3.544 0.11
H 2.892 -2.540 1.745 0.11
H 2.653 -0.801 -3.006 0.11
H 3.818 -2.108 -4.740 0.11
H 4.065 -4.559 -4.485 0.11
H 3.174 -5.683 -2.474 0.11
H 2.047 -4.374 -0.716 0.10
H -2.447 3.545 1.403 0.10
H -1.027 5.311 2.361 0.11
H 1.309 4.850 2.938 0.11
H -2.817 1.911 -1.815 0.08
H -4.886 3.114 -2.435 0.11
H -6.685 3.413 -0.767 0.11
H -6.411 2.514 1.521 0.11
H -4.344 1.334 2.148 0.11
H -3.785 -1.365 0.727 0.10
H -4.450 -2.971 2.469 0.11
H -3.322 -2.949 4.673 0.11
H -1.539 -1.299 5.124 0.11
H -0.904 0.340 3.410 0.10
Br 2.737 4.666 -1.199 0.79
C 1.503 3.699 -2.243 -0.66
C 1.028 4.198 -3.442 -0.09
C 0.123 3.426 -4.154 -0.04
C -0.270 2.204 -3.638 -0.14
N 0.190 1.728 -2.480 0.00
C 1.065 2.464 -1.796 -0.18
H 1.357 5.161 -3.808 0.11
H -0.276 3.772 -5.097 0.11
H -0.980 1.575 -4.164 0.11
H 1.434 2.059 -0.862 0.09
C -0.394 -2.457 -4.252 0.00
C -1.759 -2.168 -3.743 -0.39
N -2.073 -1.262 -2.839 0.01
C -3.440 -1.340 -2.659 -0.14
C -3.950 -2.316 -3.452 -0.08
N -2.873 -2.821 -4.144 0.10
H 0.254 -1.616 -4.013 0.06
H -0.390 -2.607 -5.331 0.09
H 0.028 -3.346 -3.778 0.09
H -3.960 -0.686 -1.978 0.09
H -4.952 -2.675 -3.600 0.11
H -2.903 -3.552 -4.833 0.16

E across the listed records, respectively: -2792.85500 -1918.14032 -1539.25322 -4460.32163 -290.52802 -437.94512 -1045.79318 -4818.26938 -5497.45553 Ha.
Max |F| across the listed records, respectively: 0.062 0.062 0.050 0.082 0.107 0.105 0.124 0.005 0.004 hartree/bohr.